No. 1
# C3H7N3O

An isolated molecule of C3H7N3O (ωB97M-V/def2-TZVPD, the OMol25 dataset).

```
! RIJCOSX wB97M-V def2-TZVPD def2/J DEFGRID3
* xyz 0 1
C -1.68515 -1.09449 0.28527
N -0.52336 -0.65989 -0.46229
C -0.01147 0.47896 -0.19956
N -0.57241 1.59600 0.36248
C 1.50663 0.50603 -0.15943
N 2.03230 -0.67499 -0.54434
O 2.10589 1.46164 0.31155
H -2.64728 -0.59454 0.13045
H -1.39298 -0.97760 1.33009
H -1.80274 -2.16394 0.08390
H 0.09538 2.35982 0.40129
H -1.50880 1.84847 0.07895
H 1.38248 -1.35848 -0.92038
H 3.02151 -0.72699 -0.69799
*
```

The HOMO-LUMO gap is 0.361 Eh. As for the structure (SMILES): C/N=C(\N)C(N)=O. As for the electronic energy: -9742.42523 eV. As for the energy above the lowest of the compared OMol25 structures with the same formula, charge and spin: 14.0 kcal/mol.

Löwdin atomic charge list, values in e, 5 entries: -0.1277 -0.0068 -0.3741 0.1550 -0.4787


No. 2
# C9H5FI2O2

An isolated molecule of C9H5FI2O2 (ωB97M-V/def2-TZVPD, the OMol25 dataset).

```
! RIJCOSX wB97M-V def2-TZVPD def2/J DEFGRID3
* xyz 0 3
C 0.69954 1.78401 -1.11243
C 1.99989 1.79788 -0.71314
C 1.75501 -0.38292 0.27801
C 0.40242 -0.42341 -0.10022
C -0.14999 0.65229 -0.89729
C 2.54021 0.69428 -0.03381
C -0.32332 -1.56311 0.36772
C -1.82121 -1.32777 1.01789
C -2.82691 -0.64346 0.27353
O 0.07598 -2.68547 0.49557
O -1.28139 0.57627 -1.42169
F -3.46402 -1.28319 -0.67547
I 4.58313 0.68855 0.49706
I -3.49630 1.27438 0.63549
H 0.27479 2.61705 -1.65115
H 2.61573 2.65988 -0.92379
H 2.15452 -1.22486 0.82726
H -2.12464 -2.37026 1.16689
H -1.61341 -0.84014 1.96956
*
```

The HOMO-LUMO gap (spin up / spin down) is 0.251 / 0.249 Eh. The expectation value of S² is 2.057. As for the electronic energy: -32423.97647 eV.

Löwdin atomic charge list, values in e, 5 entries: 0.0339 -0.1287 -0.0762 -0.0492 -0.3601


- Look up the electronic energy of the first one.
  -9742.42523 eV


- Look up the electronic energy of the first one.
  -9742.42523 eV


- Which of these has the highest electronic energy?
  C3H7N3O